1.
The following is a DFT calculation (ωB97M-V with the def2-TZVPD basis set) of a cluster of 6 separate species, C24H38N6 in total in a non-equilibrium geometry.

```
! RIJCOSX wB97M-V def2-TZVPD def2/J DEFGRID3
* xyz 0 1
C 3.648 1.427 2.262
C 3.267 2.627 1.562
C 3.680 3.731 2.340
N 3.868 3.201 3.625
C 4.002 1.795 3.559
H 3.547 0.442 1.832
H 2.959 2.550 0.529
H 3.655 4.786 2.111
H 4.073 3.775 4.431
H 4.322 1.420 4.520
C 0.279 -6.697 0.592
C 0.890 -7.832 0.060
C 0.797 -7.848 -1.300
N 0.030 -6.696 -1.673
C -0.331 -6.080 -0.498
H 0.395 -6.293 1.587
H 1.429 -8.603 0.590
H 1.308 -8.496 -1.997
H -0.127 -6.415 -2.631
H -0.858 -5.139 -0.558
C 0.252 -0.346 2.943
C -0.492 0.568 1.852
C -0.114 0.163 0.437
C -0.384 -1.194 0.140
N -0.603 -2.332 -0.091
H 0.187 0.041 3.959
H 1.324 -0.456 2.775
H -0.049 -1.392 2.991
H -0.385 1.639 2.024
H -1.528 0.418 2.155
H 0.956 0.274 0.267
H -0.610 0.742 -0.342
C -2.934 3.011 -2.343
C -1.623 2.722 -3.046
C -1.283 3.423 -4.315
C -0.805 4.849 -4.101
N -0.528 5.948 -4.094
H -2.991 4.073 -2.106
H -3.075 2.420 -1.438
H -3.768 2.674 -2.959
H -1.542 1.656 -3.255
H -0.815 2.928 -2.345
H -2.205 3.620 -4.863
H -0.535 2.945 -4.947
C -3.467 0.459 5.038
C -4.036 0.468 3.633
C -5.508 0.175 3.701
C -5.839 -1.194 4.172
N -6.058 -2.257 4.516
H -3.926 -0.324 5.641
H -3.506 1.406 5.575
H -2.417 0.174 4.979
H -3.692 -0.390 3.055
H -3.873 1.406 3.103
H -6.035 0.218 2.748
H -6.002 0.934 4.307
C 4.178 0.282 -5.220
C 3.625 0.980 -3.897
C 2.363 0.236 -3.284
C 1.191 0.258 -4.168
N 0.279 0.217 -4.895
H 5.237 0.514 -5.337
H 3.522 0.494 -6.065
H 4.242 -0.805 -5.179
H 3.425 2.015 -4.173
H 4.395 0.904 -3.129
H 2.009 0.584 -2.314
H 2.604 -0.801 -3.051
*
```

SMILES	c1cc[nH]c1.c1cc[nH]c1.CCCC#N.CCCC#N.CCCC#N.CCCC#N
LUMO energy	0.18	eV
highest occupied orbital energy	-0.288	hartree
orbital gap	8.02	eV
energy above the lowest of the compared OMol25 structures with the same formula, charge and spin	3.529	eV

Mulliken atomic charge list, values in e, 4 entries: -0.347 -0.181 -0.772 -0.016



2.
The following is a DFT calculation (ωB97M-V with the def2-TZVPD basis set) of a structure of composition C24H38OPSn in a non-equilibrium geometry.

```
! RIJCOSX wB97M-V def2-TZVPD def2/J DEFGRID3
* xyz 1 1
C 1.702 -2.346 0.089
C 2.166 -1.628 -1.039
C 1.194 -1.749 -2.061
C 0.141 -2.550 -1.566
C 0.455 -2.919 -0.243
Sn 0.166 1.055 0.080
C -3.904 1.396 -1.316
C -3.353 1.150 -0.029
H -3.607 1.915 0.750
C -2.357 0.254 0.318
H -2.111 -0.615 -0.326
H -2.246 0.045 1.395
C -3.889 2.855 -1.698
H -3.211 3.393 -1.014
H -3.425 2.940 -2.689
H -4.846 3.404 -1.740
C -3.336 0.566 -2.441
H -2.292 0.325 -2.159
H -3.846 -0.388 -2.712
H -3.261 1.184 -3.332
C 3.453 -0.879 -1.121
H 3.658 -0.343 -0.186
H 4.292 -1.565 -1.305
H 3.434 -0.152 -1.937
C 1.282 -1.108 -3.406
H 1.539 -0.045 -3.317
H 2.055 -1.587 -4.023
H 0.328 -1.190 -3.936
C -1.117 -2.915 -2.284
H -1.083 -2.573 -3.321
H -1.264 -4.003 -2.285
H -1.995 -2.464 -1.800
C -0.386 -3.736 0.680
H -1.409 -3.811 0.301
H 0.010 -4.755 0.785
H -0.410 -3.287 1.679
C 2.390 -2.460 1.404
H 1.657 -2.531 2.216
H 3.020 -3.358 1.440
H 3.028 -1.590 1.587
C 1.522 2.522 -1.226
C 0.593 3.329 -2.337
C 2.848 2.615 -1.638
C 0.833 2.713 -3.552
H -0.270 3.970 -2.432
C 3.160 2.581 -3.033
H 3.664 2.721 -0.929
C 2.152 2.420 -3.984
H -0.012 2.506 -4.283
H 4.219 2.661 -3.328
H 2.336 2.076 -5.005
C 1.243 0.809 4.912
P 0.221 1.266 3.506
C 0.490 3.009 3.153
C -1.499 1.030 3.991
O 0.573 0.486 2.220
H 0.620 0.429 5.733
H 1.788 1.690 5.278
H 1.962 0.036 4.620
H 1.570 3.178 3.038
H -0.022 3.293 2.223
H 0.115 3.620 3.985
H -2.180 1.414 3.220
H -1.700 -0.039 4.151
H -1.697 1.566 4.931
*
```

LUMO energy (alpha / beta)	-4.21 / -3.97	eV
highest occupied orbital energy (alpha / beta)	-0.357 / -0.352	hartree
orbital gap (alpha / beta)	5.50 / 5.60	eV

Mulliken atomic charge list, values in e, 4 entries: 0.594 0.640 0.297 0.422



3.
The following is a DFT calculation (ωB97M-V with the def2-TZVPD basis set) of a structure of composition C24H39As2ClCsO4P in a non-equilibrium geometry.

```
! RIJCOSX wB97M-V def2-TZVPD def2/J DEFGRID3
* xyz 0 1
Cs 1.432 0.085 -1.356
C -0.504 3.029 2.596
As -0.006 2.745 0.729
C -1.769 3.171 -0.030
C 0.857 4.449 0.313
C 1.104 5.407 1.293
C 1.731 6.606 0.980
C 2.117 6.858 -0.326
C 1.881 5.905 -1.305
C 1.259 4.696 -1.007
As 0.985 3.361 -2.443
C 0.050 4.524 -3.705
C 2.747 3.424 -3.278
H -1.038 3.971 2.718
H 0.374 3.014 3.239
H -1.158 2.206 2.884
H -2.034 4.191 0.246
H -2.533 2.490 0.342
H -1.735 3.092 -1.116
H 0.809 5.226 2.317
H 1.915 7.337 1.756
H 2.605 7.788 -0.588
H 2.194 6.109 -2.323
H 0.608 5.447 -3.855
H -0.956 4.758 -3.362
H -0.014 3.979 -4.646
H 3.024 4.402 -3.670
H 2.730 2.693 -4.088
H 3.509 3.112 -2.562
O 2.336 -1.657 -3.424
Cl 1.184 -1.094 -4.136
O 1.055 -1.646 -5.462
O -0.007 -1.367 -3.320
O 1.368 0.360 -4.165
C 1.569 -2.468 2.735
C 0.030 -2.460 2.643
C -0.492 -3.697 3.362
C -0.481 -1.189 3.329
P -0.299 -2.288 0.786
C 0.102 -3.972 0.149
C 1.244 -4.050 -0.650
C 1.686 -5.252 -1.187
C 0.975 -6.413 -0.935
C -0.167 -6.358 -0.147
C -0.596 -5.155 0.392
C -2.162 -2.069 0.465
C -3.162 -2.741 1.404
C -2.409 -2.547 -0.973
C -2.414 -0.553 0.491
H 1.879 -2.513 3.783
H 2.001 -1.565 2.298
H 1.992 -3.336 2.225
H -0.179 -3.631 4.409
H -0.063 -4.610 2.951
H -1.577 -3.780 3.348
H -0.106 -1.152 4.356
H -1.572 -1.159 3.375
H -0.131 -0.290 2.814
H 1.790 -3.141 -0.864
H 2.571 -5.265 -1.810
H 1.304 -7.356 -1.352
H -0.733 -7.259 0.053
H -1.486 -5.170 1.006
H -3.053 -3.824 1.439
H -4.166 -2.529 1.022
H -3.112 -2.351 2.421
H -2.385 -3.632 -1.050
H -1.677 -2.146 -1.678
H -3.399 -2.208 -1.296
H -2.154 -0.107 1.452
H -3.469 -0.354 0.285
H -1.820 -0.084 -0.296
*
```

LUMO energy	0.02	eV
highest occupied orbital energy	-0.319	hartree
orbital gap	8.70	eV
energy above the lowest of the compared OMol25 structures with the same formula, charge and spin	0.229	eV

Mulliken atomic charge list, values in e, 4 entries: 1.524 -1.477 0.602 -1.220



4.
The following is a DFT calculation (ωB97M-V with the def2-TZVPD basis set) of a structure of composition C24H39AsBCl3CrN6OSi3 in a non-equilibrium geometry.

```
! RIJCOSX wB97M-V def2-TZVPD def2/J DEFGRID3
* xyz 1 2
Cr 0.133 -0.275 0.589
C 3.951 0.947 -0.692
C 2.761 0.255 -0.881
N 1.964 0.423 0.176
N 2.609 1.225 1.040
C 3.807 1.557 0.542
B 1.821 1.875 2.188
N 1.220 0.781 3.074
C 0.999 0.833 4.395
C 0.107 -0.168 4.731
C -0.183 -0.795 3.524
N 0.500 -0.219 2.535
N 0.620 2.566 1.503
C 0.312 3.864 1.389
C -0.864 3.973 0.672
C -1.212 2.659 0.371
N -0.309 1.820 0.878
H 4.790 0.996 -1.360
H 2.445 -0.345 -1.716
H 4.486 2.190 1.084
H 2.492 2.628 2.807
H 1.466 1.585 5.002
H -0.280 -0.403 5.704
H -0.855 -1.610 3.324
H 0.926 4.631 1.823
H -1.387 4.867 0.390
H -2.085 2.310 -0.153
Cl -6.019 0.524 -2.712
C -4.742 0.141 -1.623
C -3.426 0.241 -2.054
C -2.431 -0.072 -1.153
Cl -0.745 0.028 -1.560
C -2.667 -0.485 0.170
O -1.686 -0.787 0.970
C -4.020 -0.564 0.555
Cl -4.366 -1.072 2.163
C -5.038 -0.256 -0.325
H -3.211 0.556 -3.064
H -6.067 -0.327 -0.007
C -0.433 -5.791 -0.978
Si -0.773 -3.926 -1.134
C -0.539 -3.445 -2.961
C -2.572 -3.559 -0.654
As 0.815 -2.599 0.114
Si 1.136 -3.906 2.134
C 2.065 -5.557 1.937
C 2.237 -2.908 3.330
C -0.629 -4.269 2.747
Si 2.859 -3.241 -1.050
C 4.201 -2.694 0.184
C 3.117 -2.467 -2.780
C 2.979 -5.107 -1.406
H -1.313 -6.362 -1.271
H -0.174 -6.085 0.037
H 0.381 -6.089 -1.634
H -1.355 -3.837 -3.566
H 0.391 -3.852 -3.357
H -0.522 -2.365 -3.100
H -3.196 -4.426 -0.863
H -2.959 -2.727 -1.240
H -2.691 -3.314 0.400
H 3.065 -5.407 1.536
H 1.540 -6.272 1.307
H 2.176 -6.014 2.920
H 3.064 -3.527 3.679
H 1.698 -2.560 4.208
H 2.666 -2.035 2.835
H -0.946 -5.266 2.442
H -1.338 -3.557 2.323
H -0.712 -4.217 3.832
H 3.944 -1.737 0.637
H 5.175 -2.590 -0.291
H 4.299 -3.426 0.986
H 3.885 -1.696 -2.789
H 2.203 -2.045 -3.196
H 3.450 -3.248 -3.463
H 2.576 -5.730 -0.615
H 4.025 -5.379 -1.547
H 2.455 -5.356 -2.327
*
```

LUMO energy (alpha / beta)	-4.32 / -3.70	eV
highest occupied orbital energy (alpha / beta)	-0.398 / -0.398	hartree
orbital gap (alpha / beta)	6.52 / 7.14	eV

Mulliken atomic charge list, values in e, 4 entries: -1.895 -1.231 -1.185 1.240



5.
The following is a DFT calculation (ωB97M-V with the def2-TZVPD basis set) of a structure of composition C24H39AuN11S in a non-equilibrium geometry.

```
! RIJCOSX wB97M-V def2-TZVPD def2/J DEFGRID3
* xyz 3 3
Au -0.757 -0.695 0.063
C 2.560 0.398 -4.157
N 2.054 0.154 -2.820
C 3.024 0.325 -1.703
C 0.724 0.062 -2.598
N 0.386 0.533 -1.355
C 0.591 1.837 -1.171
C 0.499 2.769 -2.259
C 0.912 4.072 -2.098
C 1.272 4.480 -0.846
C 1.389 3.630 0.340
C 1.951 4.155 1.472
C 2.167 3.314 2.568
C 1.722 2.027 2.594
C 1.093 1.443 1.396
N 0.618 0.133 1.462
C 0.925 -0.631 2.531
N 0.399 -0.415 3.740
C 0.816 -1.049 4.999
C -0.723 0.533 3.866
N 1.652 -1.705 2.292
C 2.555 -1.784 1.092
C 1.339 -3.039 2.843
C 1.087 2.283 0.194
N -0.123 -0.445 -3.489
C 0.327 -1.532 -4.386
C -1.553 -0.163 -3.502
H 3.158 1.334 -4.148
H 1.736 0.564 -4.850
H 3.153 -0.469 -4.485
H 3.416 1.336 -1.808
H 3.774 -0.448 -1.874
H 2.525 0.274 -0.751
H 0.112 2.474 -3.180
H 0.891 4.721 -2.979
H 1.601 5.523 -0.723
H 2.285 5.212 1.586
H 2.644 3.743 3.442
H 1.895 1.327 3.441
H 1.691 -1.598 4.804
H -0.034 -1.719 5.337
H 0.975 -0.206 5.642
H -1.148 0.808 2.907
H -0.392 1.419 4.381
H -1.544 0.030 4.426
H 3.259 -1.021 1.076
H 1.920 -1.747 0.209
H 3.048 -2.746 1.160
H 0.394 -2.919 3.384
H 2.136 -3.365 3.524
H 1.214 -3.669 2.001
H 1.172 -2.021 -3.897
H 0.609 -1.176 -5.371
H -0.534 -2.274 -4.472
H -1.816 0.759 -2.987
H -2.195 -0.977 -3.115
H -1.848 -0.058 -4.555
N -2.733 1.695 0.889
N -3.833 0.982 1.355
C -3.865 -0.274 1.824
N -4.981 -0.705 2.331
S -2.502 -1.348 1.797
H -2.478 2.410 1.550
H -3.017 2.150 -0.001
H -4.605 1.582 1.670
H -5.771 -0.139 2.598
H -5.024 -1.663 2.689
N -2.992 -2.323 -1.050
C -3.432 -3.378 -1.804
C -2.379 -3.866 -2.482
C -1.272 -3.103 -2.070
N -1.674 -2.224 -1.147
H -3.397 -1.866 -0.196
H -4.496 -3.717 -1.808
H -2.310 -4.770 -3.079
H -0.242 -3.243 -2.258
*
```

LUMO energy (alpha / beta)	-7.84 / -10.39	eV
highest occupied orbital energy (alpha / beta)	-0.569 / -0.585	hartree
orbital gap (alpha / beta)	7.65 / 5.54	eV

Mulliken atomic charge list, values in e, 4 entries: 0.698 -1.031 0.336 -0.752



6.
The following is a DFT calculation (ωB97M-V with the def2-TZVPD basis set) of a cluster of 8 separate species, C24H39F12N8O10S in total in a non-equilibrium geometry.

```
! RIJCOSX wB97M-V def2-TZVPD def2/J DEFGRID3
* xyz 1 1
O 0.539 -3.651 4.085
S -0.165 -2.648 3.353
O -0.362 -3.012 1.990
C 0.845 -1.168 3.452
C 1.252 -0.633 2.270
C 2.004 0.514 2.307
C 2.312 1.068 3.486
C 3.136 2.366 3.548
F 4.320 2.173 4.101
F 3.258 2.863 2.330
F 2.428 3.254 4.255
N 1.907 0.504 4.624
O 2.244 1.106 5.812
C 1.176 -0.595 4.630
C -1.764 -2.407 4.289
F -1.514 -1.569 5.311
F -2.042 -3.586 4.811
C -2.992 -1.988 3.441
F -3.151 -2.766 2.380
F -4.080 -2.174 4.214
C -2.981 -0.497 2.981
F -3.609 -0.445 1.807
F -1.734 -0.023 2.777
C -3.740 0.501 3.918
F -5.029 0.543 3.640
F -3.533 0.269 5.209
F -3.251 1.720 3.650
H 0.973 -1.087 1.328
H 2.326 0.950 1.376
H 1.578 0.808 6.450
H 0.837 -1.033 5.560
O 6.049 5.307 5.223
C 6.977 4.979 4.511
N 6.928 3.826 3.784
C 8.235 5.801 4.373
H 7.668 3.515 3.184
H 6.099 3.268 3.865
H 8.699 5.902 5.352
H 7.972 6.787 3.997
H 8.952 5.345 3.691
O -4.810 0.908 -0.666
C -5.820 0.237 -0.729
N -6.462 -0.179 0.401
C -6.444 -0.187 -2.035
H -7.297 -0.735 0.396
H -6.067 0.094 1.285
H -5.728 -0.783 -2.598
H -6.705 0.701 -2.608
H -7.345 -0.783 -1.881
O -10.426 3.665 -1.633
C -9.764 3.045 -0.830
N -9.238 1.822 -1.138
C -9.466 3.559 0.558
H -8.685 1.281 -0.501
H -9.421 1.457 -2.057
H -10.405 3.720 1.084
H -8.934 4.505 0.477
H -8.856 2.863 1.134
O 3.883 -0.975 1.081
C 4.806 -1.327 0.361
N 4.755 -2.490 -0.326
C 6.055 -0.503 0.183
H 5.494 -2.811 -0.924
H 3.931 -3.059 -0.224
H 6.533 -0.370 1.153
H 5.781 0.471 -0.219
H 6.766 -0.974 -0.494
O 1.709 -0.018 -0.879
C 1.707 -0.274 -2.077
N 0.607 -0.753 -2.697
C 2.923 -0.075 -2.942
H 0.570 -0.981 -3.678
H -0.216 -0.893 -2.136
H 3.736 -0.687 -2.553
H 3.213 0.974 -2.909
H 2.739 -0.356 -3.976
O 0.521 -2.751 -5.125
C -0.415 -3.535 -5.213
N -1.013 -4.037 -4.109
C -0.964 -3.996 -6.538
H -1.780 -4.682 -4.144
H -0.661 -3.748 -3.212
H -0.170 -4.490 -7.097
H -1.312 -3.129 -7.098
H -1.793 -4.692 -6.420
O 3.659 -1.078 -9.152
C 3.047 -1.130 -8.104
N 2.050 -2.031 -7.900
C 3.337 -0.204 -6.948
H 1.526 -2.101 -7.043
H 1.834 -2.658 -8.656
H 3.190 0.825 -7.272
H 4.372 -0.338 -6.638
H 2.686 -0.401 -6.098
*
```

LUMO energy	-4.42	eV
highest occupied orbital energy	-0.403	hartree
orbital gap	6.55	eV

Mulliken atomic charge list, values in e, 4 entries: -0.689 1.489 -0.605 -0.609